{
  "formula": "C4H13NOP",
  "method": "wB97M-V/def2-TZVPD",
  "charge": 1,
  "lumo_ev": -3.20,
  "elements": ["C", "N", "C", "C", "C", "P", "O", "H", "H", "H", "H", "H", "H", "H", "H", "H", "H", "H", "H", "H"],
  "xyz": [[-2.109, 1.257, -0.072], [-0.961, 0.317, -0.025], [-0.329, -0.192, -1.232], [1.331, -0.741, -0.571], [1.135, -1.499, 0.694], [2.309, 0.807, -0.453], [1.461, 1.336, 0.930], [-2.235, 1.760, 0.895], [-2.063, 1.820, -0.898], [-3.155, 0.662, -0.044], [-0.373, 1.032, 0.269], [-0.985, -0.511, 0.584], [-0.948, -0.916, -1.723], [-0.076, 0.518, -2.015], [1.834, -1.415, -1.381], [2.078, -2.001, 0.888], [0.337, -2.254, 0.542], [0.899, -0.795, 1.492], [3.475, 0.268, 0.182], [1.475, 2.038, 1.609]],
  "forces_ev_per_angstrom": [[-5.1436, -4.5710, 3.4904], [-1.1772, -0.0496, -1.0628], [3.6738, -1.0711, -0.2205], [-1.8795, -0.2002, -3.2155], [-0.5143, -0.4467, -0.1419], [0.1325, 0.9921, 0.7991], [-0.8291, -0.1193, 0.1969], [0.8155, 0.3216, -0.4565], [0.3210, 2.2988, -2.8364], [2.3921, 1.1028, -0.6946], [2.9658, 0.5850, 1.8480], [-0.4022, 0.9247, 0.5222], [-0.0862, -0.9220, 0.1869], [-0.2352, 0.7032, 0.4970], [-1.0914, 1.3325, 1.1655], [-0.0732, -0.1934, 0.4636], [0.4556, 0.1662, 0.4001], [0.0676, -0.4219, 0.2775], [-0.3619, -0.1380, -0.0979], [0.9700, -0.2938, -1.1211]],
  "nbo_charge": [-0.4233, -0.5377, -0.2479, -0.5011, -0.6798, 0.9175, -1.0962, 0.2447, 0.2298, 0.2379, 0.4651, 0.4526, 0.2292, 0.2363, 0.2722, 0.2605, 0.2171, 0.2238, -0.0504, 0.5496]
}

***

{
  "formula": "C4H9NO",
  "method": "wB97M-V/def2-TZVPD",
  "lumo_ev": 0.70,
  "elements": ["C", "C", "O", "C", "C", "N", "H", "H", "H", "H", "H", "H", "H", "H", "H"],
  "xyz": [[-1.869, -0.172, -0.104], [-0.630, 0.704, -0.057], [-0.468, 1.117, 1.282], [0.610, -0.007, -0.586], [1.957, 0.482, -0.228], [1.381, -0.835, 0.375], [-2.736, 0.381, 0.266], [-2.076, -0.511, -1.126], [-1.725, -1.048, 0.538], [-0.769, 1.573, -0.725], [0.475, 1.290, 1.419], [0.393, -0.581, -1.494], [1.147, -0.783, 1.360], [2.680, 0.159, -0.992], [1.629, -1.769, 0.069]],
  "forces_ev_per_angstrom": [[-0.0578, -0.0597, -0.0245], [-0.1354, -0.1758, -0.2091], [0.1808, -0.1546, 0.1519], [-0.1838, -0.0454, -0.0123], [0.0440, -0.0969, -0.1724], [-0.1151, -0.2885, 0.2622], [0.1160, -0.0820, -0.0591], [0.0225, 0.0658, 0.1375], [-0.0443, 0.0754, -0.0885], [0.0394, -0.0962, 0.1952], [0.2018, 0.4135, -0.2482], [0.1154, 0.1530, 0.0644], [-0.1246, -0.0334, -0.2082], [-0.0855, 0.1410, 0.2564], [0.0267, 0.1839, -0.0453]],
  "nbo_charge": [-0.6207, 0.0815, -0.7323, -0.1191, -0.4477, -0.5951, 0.2243, 0.2057, 0.2031, 0.1677, 0.4835, 0.1859, 0.4111, 0.1546, 0.3974]
}

***

Listing HOMO-LUMO gap for the structures above in their given order: 0.360 0.314 Ha.
Listing energy relative to the best compared isomer or geometry (same formula, charge and spin) for the structures above in their given order: 65.2 90.9 kcal per mole.
Listing energy for the structures above in their given order: -17176.504 -7828.376 eV.